Below is 3 unconnected molecules or ions with the total composition C2H11N2O2, with properties calculated with ωB97M-V/def2-TZVPD.

Each line ends with the Löwdin charge.
CARTESIAN COORDINATES (ANGSTROEM)
C -0.548 0.530 -1.099  -0.208
C -0.749 1.293 0.064  -0.129
N -1.978 1.487 0.654  0.170
N -0.088 -0.879 -0.795  0.113
H -0.030 0.881 -2.009  0.095
H 0.016 1.689 0.799  0.142
H -2.054 2.476 0.959  0.145
H -2.648 1.346 -0.116  0.126
H -0.500 -1.477 -1.507  0.152
H -0.407 -1.106 0.186  0.079
H 0.946 -0.912 -0.748  0.100
H 3.546 -0.546 -0.485  0.063
H 3.021 0.644 -1.336  0.061
O 2.758 -0.160 -0.880  -0.043
H -0.296 -1.295 2.676  0.088
H -0.401 -2.461 1.860  0.089
O -0.589 -1.511 1.776  -0.042

Summary:
Energy relative to the best compared isomer or geometry (same formula, charge and spin): 100.50 kcal/mol
Total charge: +1
Energy: -9317.948 eV
Highest occupied orbital energy: -11.12 eV
Multiplicity: 1

***

Below is 3 unconnected molecules or ions with the total composition C4H10N2O, with properties calculated with ωB97M-V/def2-TZVPD.

Each line ends with the Löwdin charge.
CARTESIAN COORDINATES (ANGSTROEM)
C -0.338 -0.314 1.576  -0.090
C 1.609 -0.828 -0.767  -0.016
C -0.794 -0.431 -0.046  -0.507
C 0.352 -0.012 -0.827  -0.374
N -2.056 0.044 -0.388  0.143
N 0.276 1.242 -1.182  0.068
O -0.699 -1.494 0.824  -0.066
H -2.011 0.803 -1.054  0.085
H -2.836 -0.537 -0.116  0.106
H 0.048 2.010 0.420  0.070
H 1.053 1.518 -1.780  0.065
H 0.657 -0.482 1.975  0.088
H -1.107 -0.182 2.330  0.096
H 0.042 1.770 1.277  0.074
H 2.192 -0.705 -1.680  0.082
H 2.229 -0.518 0.079  0.091
H 1.384 -1.886 -0.643  0.083

Summary:
Energy relative to the best compared isomer or geometry (same formula, charge and spin): 118.21 kcal/mol
Energy: -9333.861 eV
Highest occupied orbital energy: -8.36 eV
Multiplicity: 1

***

Below is 2 unconnected molecules or ions with the total composition C2H9N5O, with properties calculated with ωB97M-V/def2-TZVPD.

Each line ends with the Löwdin charge.
CARTESIAN COORDINATES (ANGSTROEM)
C 1.681 -0.475 -0.223  -0.202
C -1.218 0.239 -0.126  -0.168
N -1.683 -0.757 0.390  0.107
N -1.449 1.413 -0.509  0.263
N 0.756 0.406 -0.305  -0.011
N -1.435 -2.117 0.314  0.217
N 1.115 1.676 -0.807  0.048
O 2.946 -0.344 -0.409  0.171
H 1.468 -1.433 0.069  0.124
H -2.358 1.761 -0.705  0.169
H -0.670 2.065 -0.582  0.111
H -1.107 -2.464 1.262  0.228
H -0.892 -2.404 -0.517  0.198
H -2.406 -2.564 0.283  0.232
H 1.309 2.354 -0.077  0.139
H 1.762 1.686 -1.635  0.158
H 3.210 0.639 -0.698  0.215

Summary:
Energy relative to the best compared isomer or geometry (same formula, charge and spin): 92.48 kcal/mol
Total charge: +2
Energy: -11696.375 eV
Highest occupied orbital energy: -18.57 eV
Multiplicity: 1

***

Below is 14 unconnected molecules or ions with the total composition BF4H26O13, with properties calculated with ωB97M-V/def2-TZVPD.

Each line ends with the Löwdin charge.
CARTESIAN COORDINATES (ANGSTROEM)
B -0.867 -0.596 0.671  -1.355
F -1.234 0.296 -0.290  0.187
F -0.590 0.130 1.835  0.133
F -1.900 -1.513 0.940  0.121
F 0.206 -1.344 0.277  0.163
O -4.138 -0.198 -0.181  -0.108
H -4.180 -0.999 -0.779  0.058
H -3.189 -0.193 0.135  0.014
O -3.205 2.369 -0.831  -0.038
H -2.439 2.175 -1.324  -0.046
H -2.993 3.193 -0.350  0.035
O 2.652 1.006 0.608  -0.020
H 3.505 1.454 0.591  0.067
H 2.256 0.942 1.456  -0.023
O -1.371 2.851 1.995  0.003
H -1.862 2.077 1.923  0.005
H -1.669 3.435 1.330  0.009
O 3.312 -1.939 0.614  -0.058
H 3.049 -1.070 0.937  0.007
H 3.944 -2.373 1.227  0.081
O 1.324 2.034 2.803  -0.056
H 0.486 1.864 2.356  0.011
H 1.237 2.365 3.696  0.058
O 1.655 -1.003 3.075  -0.026
H 1.274 -0.135 3.246  0.009
H 1.147 -1.121 2.316  -0.036
O -1.292 1.387 -2.814  -0.042
H -0.716 1.757 -2.123  0.000
H -1.220 2.058 -3.468  0.042
O 0.309 -1.025 -2.995  -0.036
H -0.049 -1.312 -2.186  -0.034
H -0.056 -0.132 -3.034  0.008
O 2.873 -1.837 -2.022  -0.074
H 1.963 -1.709 -2.030  -0.066
H 2.976 -2.051 -1.065  -0.017
O 0.337 2.669 -0.883  -0.050
H 0.886 3.490 -0.890  0.083
H 0.938 1.971 -0.610  0.028
O 0.882 -3.826 -0.155  -0.057
H 0.063 -4.340 -0.240  0.028
H 0.719 -2.946 0.203  -0.007
O -1.715 -2.553 -1.676  -0.025
H -1.804 -1.903 -0.972  -0.002
H -1.508 -3.408 -1.316  0.025

Summary:
Energy relative to the best compared isomer or geometry (same formula, charge and spin): 37.98 kcal/mol
Total charge: -1
Energy: -38595.378 eV
Highest occupied orbital energy: -6.64 eV
Multiplicity: 1